Here is a 11-piece molecular cluster, C33H65IN3O12S overall from OMol25. Energies are from wB97M-V/def2-TZVPD.

## Properties
energy relative to the best compared isomer or geometry (same formula, charge and spin): 0.00 kJ/mol
multiplicity: 1
gap between HOMO and LUMO: 6.52 eV
largest force on an atom: 5.23 eV Å⁻¹
total charge: +1
DFT total energy: -3059.10039 hartree
E_HOMO: -10.8 eV

Atoms and positions in Å:
O: -4.906 0.554 -1.122
S: -4.857 -0.755 -0.479
O: -5.392 -1.736 -1.420
C: -3.095 -1.176 -0.283
C: -2.358 -0.415 0.828
N: -2.635 0.760 1.351
N: -1.635 0.924 2.233
C: -0.739 -0.098 2.268
N: -1.185 -1.009 1.350
I: -0.288 -2.776 0.851
H: -5.566 -0.771 0.702
H: -2.971 -2.282 -0.189
H: -2.606 -0.899 -1.256
H: -1.536 1.757 2.810
H: 0.152 -0.165 2.910
C: 2.718 -2.649 -2.818
C: 3.392 -2.528 -1.480
O: 2.781 -2.070 -0.531
C: 4.821 -2.985 -1.363
H: 1.696 -2.278 -2.738
H: 3.249 -2.051 -3.561
H: 2.687 -3.695 -3.130
H: 5.452 -2.403 -2.037
H: 4.891 -4.047 -1.605
H: 5.167 -2.836 -0.347
C: -3.983 -0.640 6.794
C: -3.650 -0.141 5.417
O: -2.633 -0.490 4.843
C: -4.625 0.810 4.777
H: -3.197 -1.315 7.135
H: -4.048 0.201 7.484
H: -4.928 -1.185 6.773
H: -4.718 1.711 5.386
H: -5.599 0.328 4.669
H: -4.263 1.091 3.787
C: 1.000 2.126 -0.779
C: -0.324 1.788 -1.414
O: -0.767 0.656 -1.384
C: -1.076 2.904 -2.086
H: 1.429 1.227 -0.334
H: 1.689 2.505 -1.535
H: 0.857 2.873 0.005
H: -0.479 3.318 -2.901
H: -1.312 3.685 -1.360
H: -2.008 2.516 -2.497
C: 8.404 -3.453 2.402
C: 7.946 -3.836 1.020
O: 6.962 -3.334 0.514
C: 8.760 -4.870 0.285
H: 7.730 -2.703 2.811
H: 8.392 -4.329 3.053
H: 9.407 -3.033 2.358
H: 8.764 -5.807 0.844
H: 9.782 -4.511 0.148
H: 8.318 -5.049 -0.696
C: -2.864 3.341 -6.020
C: -1.631 2.512 -6.283
O: -0.590 3.030 -6.633
C: -1.751 1.023 -6.089
H: -2.637 4.393 -6.197
H: -3.667 3.038 -6.695
H: -3.180 3.220 -4.982
H: -2.505 0.620 -6.764
H: -2.020 0.803 -5.055
H: -0.794 0.551 -6.311
C: -7.029 2.673 -2.048
C: -8.493 3.025 -1.962
O: -8.891 3.890 -1.215
C: -9.441 2.253 -2.846
H: -6.466 3.304 -1.360
H: -6.880 1.632 -1.767
H: -6.663 2.846 -3.062
H: -9.397 1.190 -2.601
H: -9.181 2.407 -3.895
H: -10.458 2.609 -2.681
C: -2.012 2.483 9.661
C: -2.110 2.450 8.159
O: -3.181 2.334 7.598
C: -0.826 2.567 7.379
H: -3.009 2.389 10.090
H: -1.399 1.650 10.012
H: -1.578 3.430 9.985
H: -0.161 1.739 7.630
H: -0.341 3.519 7.603
H: -1.047 2.529 6.312
C: 8.069 -1.394 6.037
C: 9.478 -1.542 5.519
O: 9.702 -2.019 4.428
C: 10.595 -1.071 6.414
H: 7.369 -1.772 5.292
H: 7.948 -1.971 6.956
H: 7.849 -0.342 6.223
H: 10.585 -1.633 7.350
H: 10.486 -0.004 6.617
H: 11.550 -1.236 5.917
C: -5.609 -1.123 -5.327
C: -4.382 -1.959 -5.589
O: -3.338 -1.453 -5.942
C: -4.507 -3.448 -5.394
H: -5.377 -0.073 -5.506
H: -6.415 -1.423 -5.999
H: -5.924 -1.240 -4.288
H: -5.264 -3.850 -6.069
H: -4.774 -3.666 -4.358
H: -3.551 -3.922 -5.617
C: 4.794 1.155 -4.728
C: 3.426 0.859 -5.292
O: 2.958 -0.259 -5.257
C: 2.666 2.007 -5.900
H: 5.225 0.238 -4.324
H: 5.448 1.531 -5.515
H: 4.715 1.889 -3.924
H: 3.224 2.420 -6.742
H: 2.494 2.781 -5.149
H: 1.702 1.650 -6.260

Atoms 1-6, force components in eV/Å:
0.4473 -0.3693 2.2615
-0.5643 0.7453 -5.1505
0.4362 -0.3872 2.1217
0.5665 0.2895 0.8000
-0.1174 -1.4168 -0.9998
0.7427 -1.5958 -0.2200

Mulliken population analysis, charges in e, atoms 1 to 6: -0.48, 0.90, -0.61, -0.92, 0.78, -0.48



Here is C33H65N9O5SSc as an isolated structure from OMol25. Energies are from wB97M-V/def2-TZVPD.

## Properties
energy relative to the best compared isomer or geometry (same formula, charge and spin): 31.96 kJ/mol
multiplicity: 1
gap between HOMO and LUMO: 7.02 eV
largest force on an atom: 0.75 eV Å⁻¹
total charge: +1
DFT total energy: -3324.47837 hartree
E_HOMO: -9.1 eV

Atoms and positions in Å:
Sc: -1.087 -0.024 -0.281
N: -0.266 1.496 1.393
C: -1.374 2.165 2.089
C: -1.092 2.492 3.566
C: -1.479 3.918 3.983
C: -2.958 4.277 3.870
N: -3.754 3.481 4.808
C: -4.897 2.882 4.505
N: -5.693 3.364 3.549
N: -5.329 1.861 5.257
C: -2.657 1.330 1.866
O: -3.562 1.358 2.698
O: -2.683 0.711 0.756
H: 0.167 0.795 1.991
H: 0.454 2.152 1.108
H: -1.550 3.098 1.538
H: -0.018 2.397 3.738
H: -1.583 1.751 4.200
H: -0.930 4.632 3.363
H: -1.157 4.102 5.012
H: -3.312 4.075 2.859
H: -3.097 5.338 4.085
H: -3.248 3.102 5.593
H: -5.333 4.079 2.941
H: -6.349 2.733 3.119
H: -4.649 1.314 5.756
H: -6.155 1.364 4.969
N: 2.435 -0.011 0.042
C: 2.871 -1.148 0.856
C: 1.901 -2.335 0.681
C: 0.544 -1.761 0.410
O: -0.171 -1.290 1.338
O: 0.162 -1.639 -0.800
H: 2.466 -0.252 -0.951
H: 3.074 0.767 0.168
H: 2.866 -0.838 1.902
H: 3.883 -1.491 0.618
H: 1.881 -2.937 1.589
H: 2.197 -2.952 -0.167
C: -1.857 6.169 -1.104
C: -0.940 4.975 -1.172
C: 0.432 5.129 -1.018
C: 1.289 4.034 -1.118
C: 2.777 4.210 -0.971
C: 0.750 2.782 -1.380
C: -0.628 2.591 -1.539
C: -1.461 3.708 -1.419
N: -1.103 1.292 -1.794
C: -1.995 1.068 -2.960
C: -3.487 1.175 -2.608
C: -1.663 2.010 -4.120
C: -1.705 -0.359 -3.439
H: -1.442 6.954 -0.473
H: -2.838 5.893 -0.714
H: -2.011 6.594 -2.098
H: 0.844 6.116 -0.838
H: 3.127 5.068 -1.544
H: 3.313 3.329 -1.324
H: 3.056 4.382 0.072
H: 1.395 1.920 -1.505
H: -2.534 3.585 -1.504
H: -3.784 2.207 -2.421
H: -3.723 0.594 -1.713
H: -4.097 0.802 -3.435
H: -1.961 3.039 -3.920
H: -2.182 1.677 -5.021
H: -0.588 1.999 -4.314
H: -1.952 -1.108 -2.681
H: -0.646 -0.448 -3.670
H: -2.291 -0.594 -4.330
C: 1.443 -0.491 -9.292
C: 1.157 0.095 -7.913
C: 0.207 -0.761 -7.075
C: 0.805 -2.081 -6.582
N: 1.923 -1.876 -5.656
C: 1.775 -1.689 -4.310
S: 2.547 -0.406 -3.546
N: 1.024 -2.561 -3.621
C: 0.770 -3.955 -3.953
C: 1.464 -4.917 -2.993
C: 2.985 -4.987 -3.163
C: 3.763 -3.957 -2.347
H: 2.093 0.165 -9.871
H: 0.518 -0.624 -9.855
H: 1.936 -1.463 -9.229
H: 0.722 1.090 -8.023
H: 2.096 0.252 -7.374
H: -0.678 -1.001 -7.674
H: -0.133 -0.192 -6.212
H: 1.167 -2.675 -7.423
H: 0.031 -2.661 -6.087
H: 2.626 -1.249 -6.019
H: 0.860 -2.290 -2.656
H: 1.131 -4.145 -4.961
H: -0.310 -4.137 -3.947
H: 1.029 -5.904 -3.168
H: 1.213 -4.647 -1.961
H: 3.228 -4.875 -4.224
H: 3.325 -5.986 -2.879
H: 3.448 -2.933 -2.555
H: 4.830 -4.021 -2.560
H: 3.634 -4.145 -1.277
C: -4.756 -4.305 0.511
N: -4.200 -3.206 -0.255
C: -4.914 -2.794 -1.452
C: -3.094 -2.582 0.133
O: -2.584 -1.642 -0.475
H: -5.740 -4.039 0.902
H: -4.098 -4.544 1.344
H: -4.859 -5.188 -0.120
H: -5.886 -2.375 -1.183
H: -5.069 -3.657 -2.100
H: -4.333 -2.042 -1.977
H: -2.643 -2.973 1.053

Atoms 1-6, force components in eV/Å:
-0.2956 0.1500 0.2277
0.0093 -0.2338 0.0060
0.0666 0.0250 0.0302
-0.0470 0.1517 -0.0768
-0.0199 -0.0581 -0.0235
0.0537 0.0102 0.0136

natural (NBO) population analysis, charges in e, atoms 1 to 6: 1.84, -0.86, -0.17, -0.42, -0.40, -0.22